C38H45FN5O3S2Sr | the ωB97M-V functional and the def2-TZVPD basis

Computed properties:
LUMO in eV: 1.371
Molar mass in Da: 790.56
E_HOMO in eV: -3.810
2S+1: 1
Calculated total energy in Eh: -2901.65803
HOMO-LUMO gap in eV: 5.18
Total charge: -1

```
95
Properties=species:S:1:pos:R:3:forces:R:3
Sr 0.131 0.371 0.207 -0.488 0.049 -0.238
S 4.758 -5.861 -1.039 0.239 -0.060 -0.037
S 0.946 3.273 -0.560 -0.187 -0.102 0.123
F -1.859 -1.531 0.692 -0.007 0.012 0.142
O 1.734 0.646 -1.643 0.034 -0.163 -0.007
O 0.450 -1.377 2.789 -0.126 0.012 0.201
O 0.099 1.182 2.444 -0.285 -0.342 0.047
N 0.866 -2.227 -0.418 0.290 -0.280 0.102
N 2.673 1.563 -1.693 0.086 0.016 0.005
N 2.597 0.716 1.521 -0.221 -0.011 -0.078
N 2.621 -6.907 0.055 0.010 0.043 -0.058
N -2.298 0.526 -0.908 0.148 0.232 0.063
C 3.531 3.722 -1.303 0.110 0.001 -0.026
C -2.611 3.637 -3.736 0.008 0.001 -0.083
C -1.954 -0.083 -3.738 -0.021 0.001 0.000
C -0.746 -0.787 -3.125 0.045 -0.061 0.005
C 2.439 2.825 -1.211 0.125 0.189 -0.001
C 3.860 1.199 -2.227 0.127 0.157 -0.026
C -3.173 -1.244 0.392 0.015 0.186 -0.131
C 1.069 1.976 2.960 0.113 0.114 0.051
C -2.817 2.887 -1.434 -0.007 0.059 -0.008
C -3.174 3.383 -0.031 0.002 -0.009 -0.003
C 4.741 3.364 -1.832 -0.024 0.041 0.011
C 2.397 -4.573 -0.429 0.113 -0.078 -0.052
C -2.490 1.574 -1.826 0.041 0.025 -0.063
C 4.918 2.063 -2.316 -0.113 -0.169 -0.011
C -5.490 -1.748 0.607 0.043 -0.115 0.096
C 2.466 1.657 2.450 0.100 0.196 0.187
C 3.821 0.406 1.096 0.163 -0.025 -0.124
C 1.885 -2.393 -1.267 -0.056 0.030 -0.046
C -2.871 3.887 -2.407 0.045 -0.025 0.080
C -2.301 2.342 -4.119 -0.024 0.014 -0.022
C 0.606 -3.230 0.420 -0.080 0.080 0.017
C 3.573 2.341 2.961 0.036 -0.056 -0.020
C -2.246 1.308 -3.195 0.010 0.065 0.004
C 0.133 -3.069 4.434 0.027 -0.018 0.064
C 4.971 1.015 1.558 -0.025 -0.026 -0.020
C -5.746 -0.697 -0.258 -0.059 0.091 -0.088
C 4.837 2.020 2.513 -0.039 -0.024 -0.040
C -3.181 -0.997 -3.694 -0.043 -0.065 0.039
C -4.734 0.084 -0.794 0.039 -0.028 -0.019
C -4.156 -2.022 0.931 -0.021 0.022 -0.031
C 1.334 -4.409 0.452 -0.084 0.117 0.015
C -2.622 2.665 1.194 0.001 -0.049 0.072
C 2.210 -1.641 4.415 -0.004 0.026 0.024
C 0.711 -1.693 4.142 0.053 -0.114 -0.113
C 3.227 -5.819 -0.453 -0.311 0.050 0.112
C -3.369 -0.142 -0.482 -0.084 -0.200 0.296
C -4.696 3.523 0.104 -0.043 -0.026 0.016
C 2.673 -3.532 -1.307 -0.142 0.012 0.027
H 3.873 -0.366 0.334 0.012 -0.002 0.001
H -3.106 4.897 -2.087 0.004 0.019 -0.022
H -2.753 4.395 0.009 -0.047 0.008 -0.006
H 3.869 0.173 -2.562 0.081 0.003 -0.026
H -4.982 0.884 -1.480 0.039 0.007 -0.014
H -1.720 0.077 -4.797 0.006 -0.014 0.006
H -2.996 -1.900 -4.283 0.010 -0.017 -0.013
H -6.291 -2.344 1.023 -0.004 -0.006 0.005
H 0.639 -3.827 3.830 0.028 0.012 -0.062
H 0.132 -0.141 -3.103 -0.019 0.000 -0.021
H 5.848 1.721 -2.747 0.015 0.016 -0.003
H -2.886 3.252 2.079 -0.009 0.001 0.018
H -4.951 4.018 1.045 0.015 0.025 0.011
H 5.709 2.538 2.893 -0.001 0.007 0.009
H -0.510 -1.680 -3.713 0.041 -0.018 -0.025
H -6.769 -0.464 -0.536 -0.024 -0.046 0.030
H 0.207 -0.956 4.783 -0.005 -0.027 0.026
H -0.930 -3.092 4.195 -0.022 0.020 -0.010
H -3.044 1.670 1.330 0.005 -0.013 -0.032
H -2.633 4.438 -4.465 -0.011 -0.003 -0.001
H -5.121 4.103 -0.717 0.003 0.012 -0.020
H -0.960 -1.111 -2.105 -0.028 -0.012 -0.098
H -0.208 -3.075 1.112 -0.007 0.044 0.043
H 3.361 4.718 -0.921 -0.010 0.001 0.005
H 3.109 -7.786 0.038 0.041 0.030 -0.014
H 0.902 3.047 2.727 0.026 -0.034 0.053
H 2.731 -2.316 3.732 -0.012 -0.026 -0.029
H 2.446 -1.937 5.440 -0.021 0.009 0.038
H 1.126 1.914 4.069 0.047 0.066 -0.038
H 1.639 -6.902 0.267 -0.034 0.009 0.010
H 5.548 4.084 -1.875 0.016 -0.007 -0.007
H 5.936 0.720 1.170 0.017 0.013 0.007
H 2.065 -1.557 -1.931 0.048 0.024 -0.020
H 2.594 -0.634 4.247 0.002 0.008 -0.014
H 0.263 -3.340 5.484 0.000 0.010 0.018
H -1.537 2.585 1.199 0.069 -0.024 -0.072
H -3.871 -2.830 1.594 -0.047 -0.021 0.012
H -2.091 2.123 -5.160 -0.001 0.006 -0.022
H -3.413 -1.305 -2.674 0.020 0.017 -0.055
H -5.170 2.541 0.108 0.011 0.014 0.006
H 3.418 3.117 3.700 0.003 -0.003 0.017
H 1.065 -5.133 1.210 0.104 -0.094 -0.043
H -4.064 -0.500 -4.099 -0.002 0.019 -0.025
H 0.296 -0.383 2.759 0.084 0.206 -0.074
H 3.487 -3.612 -2.011 0.027 -0.032 0.001
```
Positions in Å, forces in eV/Å.

C12H25N2O2P2SYb | the ωB97M-V functional and the def2-TZVPD basis

Computed properties:
LUMO (alpha / beta) in eV: -0.348 / -0.345
Molar mass in Da: 496.40
Expectation value of S²: 0.752
E_HOMO (alpha / beta) in eV: -5.692 / -5.748
2S+1: 2
Calculated total energy in Eh: -2971.62149
HOMO-LUMO gap (alpha / beta) in eV: 5.34 / 5.40

```
45
Properties=species:S:1:pos:R:3:forces:R:3
Yb -0.130 0.077 -0.026 -0.296 -1.713 0.943
S 1.076 -1.598 1.215 0.681 -2.725 2.441
P 0.424 -1.457 -2.019 -0.195 0.826 2.017
P -0.270 2.065 1.551 0.358 -2.358 -0.979
O -3.534 -0.309 1.438 0.775 -0.610 0.762
O -4.027 2.268 0.816 -0.515 -0.394 -0.549
N 2.125 -3.853 2.668 -1.823 4.313 -3.034
N 0.008 1.687 -1.601 -0.316 -1.304 1.138
C 1.705 -2.684 -1.797 0.147 -0.274 -0.993
C -1.349 1.806 2.940 -0.235 1.032 0.381
C -1.053 -2.161 -2.730 0.253 -0.442 -0.851
C -1.091 2.989 0.231 -0.108 1.387 -0.354
C -0.566 2.824 -1.220 0.130 0.419 -0.254
C -0.681 3.814 -2.192 0.144 -0.502 0.238
C 0.283 2.266 -3.825 -0.135 -0.389 0.457
C 1.323 2.712 1.986 -0.287 0.956 0.540
C 1.050 -0.074 -3.011 -0.006 0.421 -1.200
C 1.666 -2.918 2.033 1.068 -4.668 3.193
C 0.387 1.316 -2.819 0.507 0.223 -0.223
C -0.248 3.508 -3.483 -0.059 0.300 -0.152
H -3.206 -0.867 2.178 -0.471 0.488 -0.681
H -2.192 2.743 0.287 0.852 0.255 -0.011
H 1.815 2.003 2.670 -0.190 0.355 -0.260
H -0.331 4.265 -4.252 0.006 0.054 -0.021
H -1.453 -2.915 -2.027 0.220 0.321 -0.448
H 1.933 2.848 1.085 -0.200 0.009 0.325
H -4.514 2.170 -0.027 0.330 0.058 0.744
H 1.859 -3.084 -2.808 0.558 -0.483 0.377
H -0.826 1.163 3.663 -0.163 0.365 -0.152
H 1.039 3.650 2.470 1.047 0.336 0.239
H -3.997 1.346 1.183 0.008 0.371 -0.226
H -2.156 -0.253 -0.266 0.484 0.106 -0.716
H -0.926 4.030 0.538 -0.583 0.279 -0.563
H 0.626 1.985 -4.805 -0.086 0.351 -0.336
H 2.123 0.008 -2.759 -0.423 0.013 -0.147
H 1.848 -0.130 0.343 0.402 2.319 -1.772
H -1.496 2.831 3.294 -0.605 -0.375 0.859
H -2.770 -0.338 0.699 -1.079 -0.053 0.589
H 2.609 -2.216 -1.379 -0.377 -0.106 -0.222
H -1.802 -1.365 -2.866 0.291 -0.385 -0.084
H 1.350 -3.447 -1.090 0.072 0.223 -0.337
H 0.933 -0.401 -4.049 0.372 0.576 -0.304
H -0.702 -2.603 -3.671 -0.904 -0.251 -0.130
H -2.290 1.324 2.621 0.468 0.370 0.109
H -1.083 4.763 -1.886 -0.119 0.306 -0.356
```
Positions in Å, forces in eV/Å.

C4H10ClN2 | the ωB97M-V functional and the def2-TZVPD basis

Computed properties:
LUMO in eV: -3.385
Molar mass in Da: 121.59
E_HOMO in eV: -13.271
2S+1: 1
Calculated total energy in Eh: -727.77406
HOMO-LUMO gap in eV: 9.89
Total charge: +1

```
17
Properties=species:S:1:pos:R:3:forces:R:3
Cl -1.617 1.050 -1.425 -0.534 0.232 -0.731
N 1.759 1.737 0.298 0.504 3.857 -0.783
N -1.354 -0.183 0.842 1.251 1.357 -3.306
C 1.504 0.621 -0.281 -1.484 -2.077 0.542
C 1.945 -0.633 0.429 -0.723 3.068 0.608
C -0.712 0.341 -0.230 0.847 -1.243 3.082
C -2.786 -0.319 0.966 -1.270 -0.621 0.158
H 1.651 0.719 -1.354 -0.694 -0.653 -0.021
H -0.813 -0.500 1.634 0.317 -0.102 -0.265
H 2.941 -0.480 0.092 1.610 -1.386 0.568
H 1.760 2.545 -0.328 0.050 -0.156 0.598
H -3.037 0.227 1.892 -0.523 0.225 -0.748
H -3.304 0.054 -0.023 0.823 -0.976 2.478
H -2.989 -1.399 1.266 -0.042 1.233 -0.984
H 1.734 -0.611 1.513 0.765 0.431 -0.387
H 1.961 1.985 1.243 -0.119 -0.658 0.666
H 1.418 -1.433 0.089 -0.778 -2.531 -1.475
```
Positions in Å, forces in eV/Å.

C4H6N2OS | the ωB97M-V functional and the def2-TZVPD basis

Computed properties:
LUMO (alpha / beta) in eV: -0.361 / -1.136
Molar mass in Da: 130.17
E_HOMO (alpha / beta) in eV: -8.225 / -8.552
2S+1: 1
Calculated total energy in Eh: -738.77964
HOMO-LUMO gap (alpha / beta) in eV: 7.86 / 7.42

```
14
Properties=species:S:1:pos:R:3:forces:R:3
S 1.728 1.026 -0.117 0.642 -0.361 -0.550
O -1.097 1.592 -0.992 -0.853 -1.500 2.528
N -2.629 0.000 -0.265 1.202 -0.080 1.233
N -2.899 -1.200 0.360 -0.193 2.052 -0.944
C -0.584 0.240 1.015 -1.272 0.223 -0.136
C -1.412 0.768 -0.113 0.266 -0.275 -2.129
C 2.964 -0.258 -0.549 -0.670 0.067 -0.861
C 0.715 0.242 0.904 0.314 -0.298 0.218
H -1.984 -1.544 0.656 -0.037 -0.065 -0.218
H 3.511 0.350 -1.229 1.416 0.600 -0.172
H 3.512 -0.530 0.352 0.040 -0.296 -0.411
H -1.153 -0.279 1.789 0.381 0.335 0.114
H -3.355 0.655 -0.524 -0.750 -0.807 -0.229
H 2.683 -1.063 -1.287 -0.485 0.404 1.556
```
Positions in Å, forces in eV/Å.

C3H10N2O | the ωB97M-V functional and the def2-TZVPD basis

Computed properties:
LUMO in eV: 0.832
SMILES: C=CN.NCO
Molar mass in Da: 90.13
E_HOMO in eV: -9.048
2S+1: 1
Calculated total energy in Eh: -304.99141
HOMO-LUMO gap in eV: 9.88

```
16
Properties=species:S:1:pos:R:3:forces:R:3
O -0.721 0.959 1.736 0.100 -0.699 0.839
N -0.913 1.161 -0.623 1.537 -1.528 -0.917
N 1.490 -1.005 0.317 3.234 -0.545 -0.503
C -0.059 -1.829 -1.320 2.972 1.142 2.920
C -0.897 1.846 0.619 -0.258 -0.910 1.578
C 1.149 -1.198 -1.044 -3.578 -2.360 0.817
H -0.632 -2.246 -0.464 0.449 0.416 -0.540
H -1.858 2.278 0.960 0.463 0.336 -1.107
H -0.033 0.545 -0.685 -1.631 1.824 0.033
H 1.849 -0.839 -1.750 0.339 0.545 -0.772
H -0.046 0.279 1.580 -0.004 0.605 -0.339
H 0.997 -1.677 0.881 -0.116 -0.171 0.326
H -1.618 0.420 -0.704 -0.176 0.728 0.417
H -0.069 2.560 0.670 -0.280 0.184 -0.435
H -0.570 -1.816 -2.208 -0.629 -0.123 -2.310
H 2.553 -1.180 0.444 -2.421 0.557 -0.006
```
Positions in Å, forces in eV/Å.

C5H13NO | the ωB97M-V functional and the def2-TZVPD basis

Computed properties:
LUMO in eV: 0.893
SMILES: CC/C(C)=C/N.O
Molar mass in Da: 103.16
E_HOMO in eV: -8.051
2S+1: 1
Calculated total energy in Eh: -328.27101
HOMO-LUMO gap in eV: 8.94

```
20
Properties=species:S:1:pos:R:3:forces:R:3
O -2.751 -1.652 1.596 0.275 -0.103 0.524
N -1.979 1.229 0.389 0.029 -0.487 -0.293
C 2.423 -0.830 -0.296 0.535 0.687 -0.567
C -0.235 -0.211 -1.496 0.140 -0.219 0.162
C -0.592 1.102 0.582 -0.597 1.328 -0.344
C 0.224 0.416 -0.212 0.298 0.260 -0.197
C 1.725 0.511 0.008 -0.565 -1.193 0.427
H 2.079 1.381 -0.542 0.568 -0.093 0.087
H 0.201 -1.201 -1.630 0.019 0.017 -0.150
H -2.511 1.808 1.010 0.195 0.126 0.067
H 2.626 -1.000 -1.351 -0.279 -0.044 -0.182
H -1.309 -0.326 -1.563 -0.264 -0.032 0.079
H 0.079 0.423 -2.333 0.057 -0.114 -0.007
H -2.281 1.289 -0.569 -0.174 -0.030 0.031
H -2.009 -1.112 1.297 -0.171 0.157 -0.153
H -2.565 -1.781 2.539 -0.155 -0.035 -0.376
H 1.787 -1.618 0.079 -0.007 -0.404 0.124
H -0.204 1.887 1.232 0.281 -0.778 0.580
H 1.885 0.572 1.084 -0.017 0.931 0.007
H 3.407 -0.887 0.176 -0.169 0.026 0.182
```
Positions in Å, forces in eV/Å.